Entry 1:
A cluster of 2 separate species, C2H7NO in total at a distorted geometry, computed with the ωB97M-V functional and the def2-TZVPD basis.

Geometry as XYZ:
```
11
Properties=species:S:1:pos:R:3:forces:R:3
C 0.684423 -0.119212 -3.519168 0.57 0.52 2.05
C 1.633310 0.864522 -3.354232 -0.10 -1.14 0.21
O 2.594064 0.981019 -2.263806 -1.96 1.38 -1.42
H 0.179901 -0.376690 -4.526304 0.82 0.94 2.04
H 0.349732 -0.644451 -2.514067 0.92 0.49 -2.51
H 1.761337 1.632595 -4.113772 0.38 -0.27 -0.09
H 2.860924 1.950780 -2.188413 -0.62 -1.93 -0.28
N -2.665737 -0.863876 5.730715 -3.39 -2.85 0.59
H -2.368407 -0.898200 4.825604 1.45 1.00 -3.20
H -3.158215 -1.891295 5.615344 2.02 3.04 2.11
H -1.871331 -0.635192 6.308099 -0.08 -1.19 0.50
```
Forces are in eV/Å.

Computed properties:
relative energy (zero: lowest compared OMol25 entry of this formula, charge and spin) = 258.38 kJ/mol
charge = 0
SMILES = C=CO.N
HOMO-LUMO gap = 10.03 eV
highest occupied orbital energy = -9.19 eV

These are the Mulliken partial charges, in e, on atoms 1 to 8:
1. C -0.5630
2. C 0.0440
3. O -0.4835
4. H 0.2361
5. H 0.1823
6. H 0.2443
7. H 0.3398
8. N -0.6464

Entry 2:
A cluster of 2 separate species, C2H7NO2 in total at a distorted geometry, computed with the ωB97M-V functional and the def2-TZVPD basis.

Geometry as XYZ:
```
12
Properties=species:S:1:pos:R:3:forces:R:3
O 2.231557 -0.432433 -0.054869 -0.70 -3.21 1.80
C 2.441670 0.605106 -0.692917 -0.37 1.58 -2.31
H 2.090974 0.621144 -1.804768 0.82 0.72 1.29
H 3.053623 1.355110 -0.190556 0.19 0.86 -0.71
N -0.916277 -1.014082 -0.191033 -1.39 0.91 -0.82
C -1.732070 -0.142584 0.594322 0.43 -0.33 0.78
O -1.169694 1.151753 0.701795 -0.48 0.29 -0.35
H -0.717532 -0.754061 -1.167170 0.10 -0.40 1.27
H -0.526173 -1.809543 0.230256 0.89 -0.52 0.12
H -2.745054 -0.064725 0.172198 0.12 0.39 0.23
H -1.784503 -0.481696 1.668508 -0.25 -0.58 -1.11
H -0.226522 0.966009 0.734236 0.63 0.29 -0.20
```
Forces are in eV/Å.

Computed properties:
<S²> = 0.75
relative energy (zero: lowest compared OMol25 entry of this formula, charge and spin) = 179.44 kJ/mol
spin multiplicity = 2
charge = -1
HOMO-LUMO gap (spin up / spin down) = 3.39 / 6.89 eV
highest occupied orbital energy (spin up / spin down) = 0.69 / -2.84 eV

These are the Mulliken partial charges, in e, on atoms 1 to 8:
1. O -0.6369
2. C -0.5814
3. H 0.1323
4. H 0.2237
5. N -0.3100
6. C -0.3013
7. O -0.5662
8. H 0.1685

Entry 3:
A cluster of 2 separate species, C2H7NO2 in total, computed with the ωB97M-V functional and the def2-TZVPD basis.

Geometry as XYZ:
```
12
Properties=species:S:1:pos:R:3:forces:R:3
C -0.005495 -1.455120 -0.856648 0.87 -0.27 -0.13
C -0.659470 -0.190049 -1.331728 -0.34 0.41 -0.13
N -0.663917 0.862745 -0.475626 0.35 -0.63 0.22
O -1.173634 -0.109457 -2.433992 0.02 -0.15 0.06
H -0.694441 -2.135484 -0.372482 -0.39 -0.04 -0.09
H 0.821540 -1.320570 -0.154188 -0.12 0.32 -0.02
H 0.405540 -1.924246 -1.750254 -0.13 -0.20 0.10
H -0.170527 0.822199 0.402128 -0.17 0.19 0.06
H -1.116699 1.694229 -0.789186 -0.09 0.37 0.01
O 0.823464 1.145109 2.302115 -0.10 -0.09 0.30
H 1.677689 1.560892 2.200585 0.37 0.20 -0.28
H 0.755951 1.049751 3.259273 -0.26 -0.12 -0.09
```
Forces are in eV/Å.

Computed properties:
relative energy (zero: lowest compared OMol25 entry of this formula, charge and spin) = 26.97 kJ/mol
charge = 0
SMILES = CC(N)=O.O
HOMO-LUMO gap = 9.89 eV
highest occupied orbital energy = -9.48 eV

These are the Mulliken partial charges, in e, on atoms 1 to 8:
1. C -0.8884
2. C 0.6268
3. N -0.2937
4. O -0.6298
5. H 0.2460
6. H 0.3080
7. H 0.2718
8. H 0.1972

Entry 4:
The ion C2H7NO2PS with charge +1 at a distorted geometry, computed with the ωB97M-V functional and the def2-TZVPD basis.

Geometry as XYZ:
```
14
Properties=species:S:1:pos:R:3:forces:R:3
N 1.472727 -0.520841 -1.342120 1.00 -2.40 -1.84
C 0.562470 0.229053 -0.480132 -0.95 1.09 -0.77
C -0.678903 -0.564175 -0.306452 -1.40 -2.54 -0.12
O -0.809964 -1.670812 -0.837503 0.31 2.07 0.69
P -1.888439 0.267745 0.927160 0.71 -1.21 0.36
O -1.331013 1.730755 0.477009 -1.88 2.40 0.60
S -0.361551 -0.291168 2.416432 -0.42 -0.02 0.17
H 2.030624 0.029345 -2.124956 -1.37 -1.47 2.25
H 0.866234 -1.379633 -1.788374 0.72 2.31 0.75
H 2.081742 -1.145537 -0.747001 0.00 1.28 -0.77
H 0.872018 0.442211 0.531938 1.09 0.13 -0.07
H 0.189349 1.172856 -0.904857 0.82 -0.22 -0.22
H -1.998121 2.485060 0.668498 1.60 -1.77 -0.37
H -1.007174 -0.784860 3.510357 -0.24 0.34 -0.65
```
Forces are in eV/Å.

Computed properties:
relative energy (zero: lowest compared OMol25 entry of this formula, charge and spin) = 16.69 kJ/mol
charge = +1
SMILES = [NH3+]CC(=O)P(O)S
HOMO-LUMO gap = 9.72 eV
highest occupied orbital energy = -13.45 eV

These are the Mulliken partial charges, in e, on atoms 1 to 8:
1. N -0.3531
2. C -0.9671
3. C 0.7273
4. O -0.5775
5. P 0.2744
6. O -0.4724
7. S -0.2922
8. H 0.3956

no.,energy (eV)
1,-5722.5636
2,-7770.2667
3,-7773.2462
4,-27889.3971